# 1
{"formula": "C38H118N2O20", "method": "ωB97M-V/def2-TZVPD", "symbols": ["C", "C", "O", "H", "H", "H", "H", "H", "H", "C", "C", "O", "H", "H", "H", "H", "H", "H", "C", "C", "O", "H", "H", "H", "H", "H", "H", "C", "C", "O", "H", "H", "H", "H", "H", "H", "C", "C", "O", "H", "H", "H", "H", "H", "H", "C", "C", "O", "H", "H", "H", "H", "H", "H", "C", "C", "O", "H", "H", "H", "H", "H", "H", "C", "C", "O", "H", "H", "H", "H", "H", "H", "C", "C", "O", "H", "H", "H", "H", "H", "H", "C", "C", "O", "H", "H", "H", "H", "H", "H", "C", "C", "O", "H", "H", "H", "H", "H", "H", "C", "C", "O", "H", "H", "H", "H", "H", "H", "C", "O", "H", "H", "H", "H", "C", "O", "H", "H", "H", "H", "C", "O", "H", "H", "H", "H", "C", "O", "H", "H", "H", "H", "C", "O", "H", "H", "H", "H", "C", "O", "H", "H", "H", "H", "C", "C", "C", "O", "C", "N", "H", "H", "H", "H", "H", "H", "H", "H", "H", "H", "H", "C", "C", "C", "O", "C", "N", "H", "H", "H", "H", "H", "H", "H", "H", "H", "H", "H"], "positions_angstrom": [[10.72962, 17.02934, 17.84459], [12.08414, 16.26095, 17.61299], [12.81958, 16.78521, 16.47507], [10.13948, 16.52449, 18.58502], [10.11162, 16.93855, 16.94112], [10.87676, 18.09156, 18.06280], [11.86066, 15.20306, 17.53500], [12.70032, 16.38037, 18.56200], [13.57251, 16.24084, 16.28586], [13.77020, 16.03845, 10.55969], [13.30259, 15.01036, 11.57689], [12.62275, 15.65488, 12.59075], [14.39222, 16.76941, 11.05024], [12.87905, 16.50969, 10.02153], [14.42486, 15.55809, 9.78595], [14.14263, 14.43988, 11.96232], [12.71546, 14.22412, 11.02323], [12.82647, 15.38369, 13.48010], [16.49490, 15.23164, 17.71674], [15.70032, 13.94973, 17.79239], [14.41158, 14.23042, 17.16128], [16.84066, 15.31630, 16.66923], [17.45392, 15.05265, 18.15990], [15.99709, 16.06472, 18.22509], [15.49154, 13.70841, 18.83930], [16.20331, 13.06052, 17.36752], [13.81552, 13.40029, 17.17788], [17.26385, 5.16744, 16.36497], [18.58040, 4.45326, 16.34905], [19.61342, 5.18045, 16.89305], [17.27730, 6.06177, 15.79086], [16.88558, 5.24896, 17.40197], [16.51588, 4.54082, 15.90139], [18.81376, 4.16131, 15.31581], [18.52109, 3.51293, 16.88755], [19.45829, 6.10556, 16.63717], [10.42253, 14.97990, 8.20932], [9.75034, 13.75399, 8.84380], [10.61617, 12.75906, 9.38003], [11.02253, 14.52333, 7.34598], [11.11268, 15.45822, 8.85535], [9.72723, 15.70704, 7.83506], [9.12670, 13.29501, 8.08816], [9.16234, 13.99754, 9.75836], [10.90565, 12.17344, 8.67948], [12.29188, 11.08634, 18.91898], [11.63292, 11.95554, 17.86230], [12.38344, 12.19242, 16.69758], [13.14340, 11.62303, 19.31661], [12.54091, 10.15314, 18.41112], [11.59957, 10.82354, 19.75722], [11.54562, 12.93292, 18.28880], [10.54402, 11.68731, 17.68726], [12.54962, 11.29808, 16.34275], [16.30687, 14.72653, 21.24638], [15.85055, 13.92247, 22.47882], [14.60283, 14.53406, 22.89749], [17.23994, 14.44142, 20.83625], [16.41257, 15.79884, 21.50003], [15.58768, 14.64209, 20.42525], [16.60018, 14.02573, 23.30865], [15.74470, 12.85920, 22.21909], [14.11886, 14.04161, 23.57163], [7.95636, 13.94035, 16.49992], [7.65057, 13.87639, 18.02058], [6.62996, 12.85710, 18.32723], [8.92500, 14.48416, 16.43071], [7.08766, 14.42292, 16.03652], [8.17766, 12.98932, 16.05397], [7.34481, 14.82751, 18.34984], [8.65004, 13.74626, 18.57226], [6.45337, 12.87997, 19.26980], [8.68647, 10.70472, 11.49018], [8.70727, 12.15215, 11.86044], [8.31622, 12.30023, 13.19685], [7.66649, 10.29916, 11.74512], [9.36305, 10.07138, 12.09184], [8.86353, 10.55218, 10.44482], [8.00506, 12.72328, 11.24624], [9.64056, 12.65920, 11.69846], [8.07257, 13.18219, 13.45177], [15.17142, 11.83309, 12.72780], [15.77731, 11.82252, 14.13435], [15.71258, 13.15108, 14.69862], [15.32382, 10.82894, 12.22672], [15.55512, 12.58460, 12.05556], [14.07978, 12.12081, 12.84655], [16.85498, 11.54552, 14.20902], [15.20566, 11.09617, 14.78254], [14.85553, 13.43026, 15.00093], [10.72293, 18.64363, 13.19945], [10.22426, 17.37125, 13.82544], [9.75478, 16.45497, 12.88346], [11.62955, 18.60698, 12.57402], [10.97047, 19.36569, 13.95736], [9.95302, 19.14870, 12.59903], [9.43194, 17.60100, 14.51236], [11.07024, 16.88932, 14.50183], [10.51657, 16.21660, 12.39991], [12.85462, 8.66231, 8.95513], [12.23666, 9.94158, 9.36057], [11.84245, 10.56693, 8.13928], [13.77320, 8.94929, 8.44972], [12.17994, 8.12416, 8.21372], [13.17938, 7.97960, 9.76412], [12.97173, 10.52654, 9.93864], [11.39210, 9.79642, 9.96606], [12.24075, 10.08449, 7.43442], [7.96643, 10.36458, 15.56065], [9.30863, 10.80394, 15.18264], [7.32115, 10.30449, 14.68510], [8.05444, 9.34605, 16.06110], [7.62689, 11.02892, 16.28072], [9.18281, 11.32511, 14.36586], [10.82750, 15.31185, 21.34393], [11.62755, 15.72464, 22.41693], [11.17689, 15.55677, 20.30832], [10.60084, 14.20497, 21.40366], [9.90492, 15.74149, 21.47918], [12.50682, 15.31786, 22.32623], [6.71232, 15.23662, 12.13521], [7.35666, 14.96756, 13.35161], [7.06316, 14.61030, 11.29686], [5.63459, 15.14806, 12.22382], [6.90203, 16.27725, 11.69063], [8.23242, 15.45012, 13.31850], [12.20073, 9.28000, 13.95688], [11.70968, 9.64275, 15.25890], [13.02702, 9.99310, 13.69105], [12.60334, 8.25766, 13.95212], [11.41258, 9.24402, 13.17229], [10.82042, 10.00005, 15.27007], [11.62420, 13.04778, 14.11294], [12.75176, 13.90415, 14.52827], [10.65052, 13.57462, 14.38181], [11.74081, 12.91079, 13.10639], [11.68861, 12.07792, 14.60610], [12.52454, 14.08552, 15.42163], [18.49322, 14.19367, 13.27867], [17.53344, 15.06702, 13.74724], [18.06001, 13.48505, 12.58569], [19.28708, 14.80571, 12.73539], [18.90884, 13.64074, 14.13304], [16.68448, 14.53962, 14.04493], [18.98551, 20.12728, 13.67210], [18.12037, 18.88569, 13.90920], [16.62916, 18.92163, 13.46176], [15.97872, 19.95572, 14.15725], [14.71642, 20.21830, 13.71242], [18.90424, 17.77966, 13.39961], [19.00901, 20.34070, 12.59501], [19.99979, 19.82973, 13.91889], [18.67097, 20.95431, 14.23268], [18.05439, 18.71681, 15.00759], [16.20966, 17.87555, 13.65905], [16.57124, 19.01809, 12.37035], [14.79509, 20.67342, 12.74794], [14.28902, 21.03724, 14.27794], [14.02972, 19.36985, 13.66202], [18.88628, 17.89836, 12.36497], [18.37384, 16.86552, 13.51880], [13.44535, 19.70699, 18.43141], [14.92146, 19.43042, 18.14539], [15.69033, 18.85477, 19.38343], [15.42750, 19.62727, 20.56133], [15.85868, 20.92957, 20.44464], [15.10895, 18.46076, 17.02455], [13.05134, 20.47735, 17.70411], [13.27652, 20.22535, 19.37201], [12.89553, 18.81201, 18.23476], [15.39504, 20.37203, 17.82211], [16.72433, 18.70484, 19.12897], [15.28629, 17.87127, 19.65066], [16.79994, 20.91599, 19.84259], [16.03799, 21.29375, 21.48892], [15.11909, 21.63022, 19.95506], [14.32148, 18.46092, 16.43835], [15.91064, 18.69725, 16.48525]], "lowdin_charge": [-0.0593, -0.2747, -0.1044, 0.0415, 0.0544, 0.0674, 0.0750, 0.1187, 0.0432, -0.0777, -0.3449, -0.0797, 0.0551, 0.0839, 0.0859, 0.0901, 0.1163, 0.0454, -0.0722, -0.2852, -0.1337, 0.0805, 0.0641, 0.0608, 0.0735, 0.1150, 0.0839, -0.0946, -0.3814, -0.0611, 0.0624, 0.0908, 0.0694, 0.1096, 0.1125, 0.0925, -0.0634, -0.3008, -0.0995, 0.1035, 0.0292, 0.0643, 0.1083, 0.0965, 0.0357, -0.0603, -0.3212, -0.1131, 0.0660, 0.0759, 0.0941, 0.0827, 0.1324, 0.0803, -0.0845, -0.2705, -0.1048, 0.0594, 0.0890, 0.0458, 0.1178, 0.1065, 0.0853, -0.0632, -0.2752, -0.0857, 0.0754, 0.0807, 0.0292, 0.0792, 0.1126, 0.0686, -0.0580, -0.3155, -0.0923, 0.1006, 0.0666, 0.0620, 0.0960, 0.0898, 0.0480, -0.0926, -0.2594, -0.1206, 0.0922, 0.0523, 0.0705, 0.1187, 0.1189, 0.0423, -0.0837, -0.3208, -0.0760, 0.0730, 0.0646, 0.0809, 0.1031, 0.1330, 0.0466, -0.1002, -0.3136, -0.0789, 0.0771, 0.1095, 0.0884, 0.1225, 0.0856, 0.0639, -0.0773, -0.1831, 0.0816, 0.1080, 0.0271, 0.0325, -0.1769, -0.1044, 0.0656, 0.0923, 0.0440, 0.0530, -0.1647, -0.1497, 0.0572, 0.0772, 0.1049, 0.0722, -0.1255, -0.1538, 0.0675, 0.0747, 0.0744, 0.0070, -0.0494, -0.1385, 0.1187, 0.0417, 0.0530, 0.0264, -0.1964, -0.2014, 0.0611, 0.1016, 0.0820, 0.1006, -0.0586, -0.4558, -0.2030, -0.1849, -0.1441, 0.0204, 0.0814, 0.0728, 0.0510, 0.1367, 0.1378, 0.1206, 0.0785, 0.0902, 0.0861, 0.0850, 0.0537, -0.0378, -0.3859, -0.1806, -0.2015, -0.1584, 0.0744, 0.0982, 0.0747, 0.0317, 0.1259, 0.1122, 0.1134, 0.0981, 0.0990, 0.0946, 0.0274, 0.0504], "homo_ev": -8.52, "spin_multiplicity": 1, "gap_ev": 8.77}

=====

# 2
{"formula": "C4H12N2", "method": "ωB97M-V/def2-TZVPD", "symbols": ["C", "C", "C", "H", "H", "H", "H", "H", "H", "N", "C", "N", "H", "H", "H", "H", "H", "H"], "positions_angstrom": [[-0.68085, 1.66650, 2.01362], [-1.00928, 0.20952, 2.19535], [-2.13966, -0.37572, 1.70548], [-0.24558, 2.01386, 1.05798], [-1.68880, 2.09573, 2.21289], [-0.02408, 1.94598, 2.85561], [-0.49839, -0.26320, 3.01939], [-2.18923, -1.45047, 1.57335], [-2.82721, 0.17619, 1.07319], [0.12026, -0.43724, -1.38938], [1.06196, -1.04567, -2.37488], [2.45027, -0.92711, -2.06525], [0.57601, 0.11720, -0.67329], [-0.24759, 0.31545, -1.97928], [0.91107, -2.14300, -2.41549], [0.86019, -0.76973, -3.41841], [2.86305, -0.00610, -2.28655], [2.70785, -1.12220, -1.10433]], "lowdin_charge": [-0.0547, -0.1019, 0.1482, 0.0965, 0.1146, 0.0938, 0.1190, 0.0908, 0.0951, 0.0929, -0.3303, 0.0499, 0.0579, 0.0864, 0.1198, 0.1310, 0.1019, 0.0892], "charge": 1, "relative_energy_ev": 2.602, "homo_ev": [-14.01, -12.49], "spin_multiplicity": 2, "gap_ev": [10.04, 3.51]}

=====

# 3
{"formula": "C25H28F5O3V", "method": "ωB97M-V/def2-TZVPD", "symbols": ["O", "C", "C", "H", "H", "C", "H", "H", "C", "H", "H", "H", "C", "H", "H", "H", "V", "C", "C", "C", "H", "C", "C", "H", "H", "H", "H", "C", "C", "C", "H", "C", "C", "H", "H", "H", "H", "O", "C", "C", "H", "H", "C", "H", "H", "C", "H", "H", "H", "H", "F", "C", "C", "F", "C", "F", "C", "O", "C", "F", "C", "F"], "positions_angstrom": [[-0.48725, 0.38598, -0.78208], [0.76307, 0.37144, -1.56930], [0.20917, 1.40863, -2.52035], [0.90959, -0.63913, -1.97228], [1.63682, 0.69786, -0.99159], [-1.01457, 1.44466, -1.61931], [-0.31972, 1.08428, -3.39089], [0.75718, 2.33099, -2.72015], [-2.30896, 0.95779, -2.25761], [-2.17579, -0.08423, -2.58105], [-2.55110, 1.58740, -3.12936], [-3.14168, 0.98966, -1.54283], [-1.07194, 2.84342, -1.07795], [-0.04287, 3.20002, -0.94936], [-1.62234, 2.95287, -0.14363], [-1.56077, 3.47373, -1.84246], [-0.12232, 0.53709, 2.10772], [0.69194, 2.16906, 3.46107], [1.76366, 1.24133, 3.27720], [2.12741, 1.24185, 1.89264], [2.30576, 0.74488, 4.07601], [1.29464, 2.19632, 1.21525], [0.41134, 2.77523, 2.18573], [-0.27240, 3.60036, 2.00711], [0.26017, 2.44213, 4.42108], [2.95609, 0.69119, 1.45660], [1.44244, 2.54556, 0.20170], [-1.83013, 0.36235, 3.62339], [-2.08531, 1.56232, 2.88465], [-2.34949, 1.19901, 1.52760], [-2.15468, 2.56298, 3.30550], [-2.26184, -0.23180, 1.42008], [-1.97953, -0.74915, 2.72576], [-2.00480, -1.79530, 3.00954], [-1.70364, 0.29502, 4.69949], [-2.73566, 1.86390, 0.76777], [-2.48419, -0.83143, 0.54469], [0.15612, -0.70973, -4.13289], [-0.24764, 0.22184, -5.20844], [0.16135, -0.28051, -6.58221], [0.25355, 1.19393, -5.05336], [-1.32914, 0.39021, -5.11816], [1.17115, -1.39176, -6.27422], [0.61822, 0.52332, -7.16041], [-0.74287, -0.62487, -7.07866], [1.02864, -1.67331, -4.75225], [2.18810, -1.04146, -6.48539], [0.96165, -2.29140, -6.85172], [2.00823, -1.61484, -4.25544], [0.62840, -2.68793, -4.59508], [1.64484, -5.14389, 6.08286], [1.43231, -4.13913, 5.21711], [1.10901, -2.86369, 5.68908], [1.02831, -2.64323, 7.02562], [0.85052, -1.85171, 4.79963], [0.54153, -0.61429, 5.29990], [0.89093, -2.06358, 3.39435], [0.61182, -1.13352, 2.51658], [1.23428, -3.36524, 2.94943], [1.27013, -3.60528, 1.61752], [1.49764, -4.38797, 3.83870], [1.78466, -5.63023, 3.39706]], "lowdin_charge": [-0.0992, -0.1001, -0.1139, 0.1108, 0.1028, -0.5657, 0.0368, 0.1250, -0.0080, 0.0935, 0.0858, 0.0837, -0.0301, 0.0682, 0.0548, 0.0978, 0.6766, -0.1856, -0.1741, -0.1669, 0.1034, -0.1872, -0.2066, 0.0947, 0.1081, 0.0972, 0.0751, -0.1817, -0.2040, -0.1873, 0.0994, -0.1682, -0.1667, 0.1058, 0.0986, 0.0714, 0.0922, -0.1841, -0.1943, -0.1643, 0.1139, 0.1193, -0.1518, 0.1074, 0.1046, -0.1795, 0.1055, 0.1012, 0.1163, 0.1171, 0.0747, -0.1659, -0.1487, 0.0829, -0.1179, 0.0629, -0.2418, -0.1803, -0.1337, 0.0845, -0.1503, 0.0860], "charge": -1, "relative_energy_ev": 0.000, "homo_ev": [-1.47, -3.76], "spin_multiplicity": 4, "gap_ev": [3.74, 6.03]}